# 1
Formula: C13H18N2ORhSe2Te2
Source: the Open Molecules 2025 dataset
Level of theory: wB97M-V/def2-TZVPD

Each line ends with the Mulliken charge.
CARTESIAN COORDINATES (ANGSTROEM)
Rh  -0.076  -0.245  0.239  0.36
Se  -0.090  0.779  2.493  0.08
Te  -0.538  -0.740  4.334  0.11
Te  -0.852  -3.236  3.049  0.12
Se  -0.560  -2.652  0.715  0.09
C  -0.908  -1.010  -5.187  -0.90
N  0.148  -1.378  -4.263  0.01
C  1.402  -1.848  -4.820  -0.93
C  0.093  -1.022  -3.026  0.28
N  0.062  -0.728  -1.906  -0.36
H  -1.018  -1.801  -5.929  0.30
H  -0.681  -0.068  -5.695  0.32
H  -1.848  -0.896  -4.652  0.36
H  1.193  -2.603  -5.578  0.33
H  2.011  -2.296  -4.038  0.35
H  1.966  -1.028  -5.276  0.31
C  2.494  7.464  -3.126  -1.53
C  2.151  6.088  -2.666  0.76
C  1.198  5.876  -1.676  -0.83
C  0.875  4.604  -1.235  0.77
C  -0.160  4.441  -0.174  -1.51
C  1.530  3.480  -1.808  0.31
C  1.198  2.147  -1.387  0.02
O  0.337  1.830  -0.567  -0.51
C  2.505  3.688  -2.820  1.16
C  3.267  2.599  -3.517  -1.92
C  2.785  4.981  -3.222  -0.59
H  1.917  8.219  -2.600  0.36
H  2.307  7.563  -4.194  0.36
H  3.553  7.658  -2.966  0.35
H  0.693  6.727  -1.243  0.29
H  -0.548  5.405  0.146  0.38
H  0.251  3.921  0.693  0.25
H  -0.987  3.833  -0.543  0.30
H  1.772  1.337  -1.863  0.18
H  3.026  1.593  -3.194  0.33
H  4.333  2.751  -3.359  0.38
H  3.080  2.666  -4.587  0.38
H  3.522  5.136  -3.998  0.49

Computed properties:
LUMO energy (alpha / beta)   -3.566 / -5.417 eV
Charge   +1
E_tot   -167081.25110 eV
Max |F|   1.28 eV Å⁻¹
HOMO-LUMO gap (alpha / beta)   6.45 / 5.85 eV
HOMO (alpha / beta)   -10.013 / -11.269 eV
2S+1   5

***

# 2
Formula: C13H18N4O5Sn
Source: the Open Molecules 2025 dataset
Level of theory: wB97M-V/def2-TZVPD

Each line ends with the Mulliken charge.
CARTESIAN COORDINATES (ANGSTROEM)
Sn  -0.576  0.671  -0.989  0.66
C  2.218  2.661  -1.695  -0.87
C  0.924  3.511  -1.564  -0.75
N  0.045  3.081  -0.499  -0.30
C  0.629  3.128  0.827  -0.85
C  0.366  1.914  1.729  -0.95
N  0.514  0.583  1.126  -0.13
C  1.890  0.109  0.955  -0.74
C  2.752  0.898  -0.045  -0.84
N  2.127  1.267  -1.304  -0.08
H  2.524  2.728  -2.742  0.36
H  3.014  3.147  -1.116  0.37
H  1.276  4.554  -1.460  0.33
H  0.352  3.447  -2.491  0.43
H  -0.935  3.348  -0.518  0.43
H  1.704  3.287  0.728  0.30
H  0.259  3.988  1.405  0.42
H  1.058  2.013  2.582  0.39
H  -0.662  1.965  2.085  0.44
H  -0.052  -0.090  1.627  0.33
H  2.446  0.168  1.906  0.39
H  1.828  -0.935  0.649  0.38
H  3.087  1.814  0.449  0.36
H  3.653  0.291  -0.198  0.38
H  2.333  0.619  -2.046  0.33
O  -4.645  -5.069  1.522  -0.75
C  -3.608  -5.244  0.845  0.45
O  -3.104  -6.313  0.446  -0.73
C  -2.835  -3.953  0.468  0.36
C  -3.304  -2.708  0.872  -0.87
C  -2.595  -1.563  0.541  -0.22
N  -1.456  -1.623  -0.161  -0.03
C  -0.996  -2.811  -0.570  0.30
C  -1.658  -3.995  -0.273  -0.59
C  0.319  -2.776  -1.357  0.16
O  0.818  -3.852  -1.719  -0.78
O  0.780  -1.612  -1.524  -0.41
H  -4.223  -2.661  1.440  0.43
H  -2.887  -0.541  0.795  0.43
H  -1.260  -4.941  -0.607  0.54
O  -2.120  1.498  -0.117  -1.10

Computed properties:
LUMO energy   4.501 eV
Energy relative to the best compared isomer or geometry (same formula, charge and spin)   19.1 kcal per mole
Charge   -2
E_tot   -35802.73157 eV
Max |F|   2.86 eV Å⁻¹
HOMO-LUMO gap   4.85 eV
HOMO   -0.348 eV

***

# 3
Formula: C13H18N5O4S2Ti
Source: the Open Molecules 2025 dataset
Level of theory: wB97M-V/def2-TZVPD

Each line ends with the Mulliken charge.
CARTESIAN COORDINATES (ANGSTROEM)
Ti  -0.345  -0.225  1.113  -0.26
N  1.919  -1.047  1.770  -0.41
C  2.054  -0.611  3.166  -0.50
C  0.770  -1.034  3.863  0.52
O  0.817  -1.602  4.964  -0.80
N  -0.319  -0.759  3.125  -0.13
C  -1.531  -1.508  3.440  -0.71
C  -1.899  -2.366  2.227  0.64
O  -2.658  -3.310  2.319  -0.77
O  -1.307  -1.990  1.096  -0.48
H  1.811  -2.055  1.735  0.20
H  2.677  -0.767  1.160  0.26
H  2.135  0.477  3.150  0.24
H  2.898  -1.039  3.707  0.34
H  -2.375  -0.840  3.608  0.19
H  -1.395  -2.152  4.308  0.40
O  0.536  -0.511  -0.597  -0.17
N  1.637  0.177  -1.016  0.42
C  2.155  -0.250  -2.235  -0.55
C  2.971  0.569  -2.962  -0.53
C  3.276  1.866  -2.512  -0.39
C  2.672  2.288  -1.288  -0.65
C  1.836  1.484  -0.560  0.17
S  0.999  1.937  0.923  -0.56
H  1.868  -1.252  -2.510  0.44
H  3.373  0.186  -3.893  0.33
H  3.912  2.530  -3.081  0.35
H  2.855  3.280  -0.891  0.34
S  -2.386  1.130  1.672  -0.35
C  -2.045  0.653  -0.010  0.51
N  -1.780  1.774  -0.905  -0.44
C  -1.332  1.506  -2.271  -0.52
C  -1.693  0.097  -2.708  -0.23
C  -3.054  -0.228  -2.115  -0.93
N  -3.022  -0.227  -0.664  -0.29
H  -1.144  2.395  -0.424  0.37
H  -0.257  1.691  -2.395  0.03
H  -1.852  2.199  -2.949  0.45
H  -0.966  -0.616  -2.322  0.02
H  -1.695  0.039  -3.803  0.46
H  -3.394  -1.218  -2.436  0.41
H  -3.791  0.493  -2.502  0.28
H  -2.930  -1.164  -0.296  0.28

Computed properties:
LUMO energy (alpha / beta)   5.027 / 4.992 eV
Energy relative to the best compared isomer or geometry (same formula, charge and spin)   52.9 kcal per mole
Charge   -2
E_tot   -74201.96801 eV
Max |F|   2.06 eV Å⁻¹
HOMO-LUMO gap (alpha / beta)   4.39 / 5.04 eV
HOMO (alpha / beta)   0.638 / -0.052 eV
2S+1   2

***

# 4
Formula: C13H18N5O5S
Source: the Open Molecules 2025 dataset
Level of theory: wB97M-V/def2-TZVPD

Each line ends with the Mulliken charge.
CARTESIAN COORDINATES (ANGSTROEM)
N  -4.076  -0.387  1.505  -0.50
C  -3.296  -1.085  2.524  0.28
N  -3.860  -1.188  3.771  -0.32
N  -1.981  -1.581  2.205  -0.12
C  -1.356  -2.330  3.328  -0.47
C  -0.594  -1.464  4.433  -0.54
C  -0.658  0.120  4.292  -0.51
C  0.804  0.811  4.093  -0.78
S  0.478  2.499  3.326  -0.10
C  0.428  2.247  1.499  0.43
N  -0.432  2.841  0.536  -0.51
N  -0.187  2.368  -0.728  -0.14
C  0.883  1.444  -0.542  0.11
O  1.290  1.366  0.798  -0.28
H  -3.727  0.586  1.398  0.35
H  -3.890  -0.892  0.623  0.34
H  -4.409  -2.034  3.981  0.26
H  -3.665  -0.470  4.488  0.26
H  -1.381  -0.838  1.820  0.25
H  -2.090  -3.036  3.861  0.26
H  -0.579  -3.035  2.853  0.34
H  -1.039  -1.742  5.457  0.31
H  0.499  -1.823  4.476  0.39
H  -1.366  0.536  3.508  0.30
H  -1.029  0.532  5.302  0.22
H  1.455  0.179  3.410  0.40
H  1.329  0.947  5.105  0.39
H  1.348  0.829  -1.402  0.42
C  2.222  1.557  -6.173  -0.81
C  1.524  1.508  -5.036  0.37
C  1.488  0.274  -4.199  1.01
O  0.852  0.273  -3.154  -0.72
C  2.221  -0.901  -4.674  -1.01
C  2.916  -0.853  -5.813  0.39
C  2.975  0.389  -6.637  0.88
O  3.634  0.400  -7.659  -0.58
O  3.598  -1.934  -6.267  -0.55
O  0.817  2.584  -4.594  -0.56
H  2.258  2.447  -6.788  0.43
H  2.171  -1.794  -4.066  0.43
H  4.017  -1.646  -7.102  0.36
H  0.403  2.299  -3.756  0.31

Computed properties:
LUMO energy   -5.636 eV
Charge   +1
E_tot   -42284.15916 eV
Max |F|   6.38 eV Å⁻¹
HOMO-LUMO gap   5.93 eV
HOMO   -11.565 eV

***

# 5
Formula: C13H18N8O2PSc
Source: the Open Molecules 2025 dataset
Level of theory: wB97M-V/def2-TZVPD

Each line ends with the Mulliken charge.
CARTESIAN COORDINATES (ANGSTROEM)
Sc  1.727  -0.487  0.641  0.99
C  -1.585  4.002  0.089  -0.78
N  -0.366  3.300  0.473  0.17
C  0.733  3.871  1.038  -0.22
C  1.633  2.864  1.232  -0.77
N  1.097  1.684  0.793  0.37
C  -0.126  1.978  0.333  -0.39
P  -1.354  0.823  -0.403  -0.30
C  -1.257  -0.420  0.952  0.12
N  -0.161  -0.694  1.671  0.14
C  -0.536  -1.590  2.635  -0.71
C  -1.872  -1.831  2.518  -0.19
N  -2.309  -1.097  1.453  0.16
C  -3.687  -1.040  0.979  -0.76
C  -0.181  0.081  -1.612  0.12
N  1.130  -0.098  -1.402  0.15
C  1.656  -0.569  -2.575  -0.71
C  0.663  -0.641  -3.506  -0.20
N  -0.483  -0.238  -2.886  0.17
C  -1.794  -0.141  -3.519  -0.76
H  -1.480  5.056  0.323  0.33
H  -2.442  3.609  0.633  0.33
H  -1.766  3.900  -0.980  0.33
H  0.801  4.922  1.258  0.45
H  2.620  2.924  1.659  0.47
H  0.164  -1.981  3.354  0.47
H  -2.525  -2.465  3.093  0.45
H  -4.285  -1.747  1.546  0.33
H  -3.745  -1.315  -0.072  0.30
H  -4.098  -0.042  1.112  0.34
H  2.702  -0.802  -2.678  0.47
H  0.687  -0.953  -4.536  0.45
H  -1.726  -0.529  -4.531  0.33
H  -2.127  0.894  -3.557  0.34
H  -2.529  -0.734  -2.978  0.30
N  3.844  -1.500  1.344  -0.59
N  3.618  -2.858  1.004  -0.10
C  2.431  -3.275  0.402  0.50
O  2.254  -4.415  0.102  -0.53
O  1.580  -2.267  0.231  -0.43
H  4.684  -1.184  0.866  0.31
H  4.068  -1.454  2.335  0.31
H  4.342  -3.539  1.164  0.22

Computed properties:
LUMO energy   -6.325 eV
Energy relative to the best compared isomer or geometry (same formula, charge and spin)   13.1 kcal per mole
Charge   +2
E_tot   -59768.10390 eV
Max |F|   1.53 eV Å⁻¹
HOMO-LUMO gap   8.89 eV
HOMO   -15.218 eV

***

# 6
Formula: C13H18O3S
Source: the Open Molecules 2025 dataset
Level of theory: wB97M-V/def2-TZVPD

Each line ends with the Mulliken charge.
CARTESIAN COORDINATES (ANGSTROEM)
C  4.481  -2.350  -0.674  -0.66
O  3.067  -2.457  -0.571  -0.29
C  2.382  -2.383  -1.720  0.29
O  2.901  -2.243  -2.795  -0.59
C  0.896  -2.458  -1.467  -0.23
C  0.329  -1.033  -1.425  -0.53
C  -1.195  -1.002  -1.315  -0.77
C  -1.766  -1.680  -0.069  -0.75
C  -1.259  -1.081  1.252  -0.91
C  -1.585  0.369  1.361  0.31
C  -2.799  0.935  1.636  -0.41
C  -2.771  2.336  1.628  -0.66
C  -1.530  2.853  1.346  0.15
C  -1.178  4.267  1.264  0.76
C  0.261  4.567  0.926  -1.34
O  -2.005  5.133  1.457  -0.60
S  -0.382  1.576  1.086  -0.19
H  4.757  -1.375  -1.081  0.31
H  4.872  -3.128  -1.331  0.29
H  4.870  -2.468  0.334  0.22
H  0.429  -3.012  -2.282  0.34
H  0.726  -2.969  -0.521  0.30
H  0.618  -0.520  -2.345  0.41
H  0.777  -0.490  -0.591  0.11
H  -1.517  0.042  -1.330  0.34
H  -1.623  -1.488  -2.194  0.45
H  -1.526  -2.744  -0.083  0.39
H  -2.854  -1.587  -0.099  0.47
H  -0.182  -1.224  1.335  0.37
H  -1.736  -1.615  2.078  0.39
H  -3.682  0.356  1.841  0.47
H  -3.619  2.968  1.822  0.47
H  0.513  4.130  -0.039  0.37
H  0.412  5.642  0.890  0.35
H  0.916  4.131  1.677  0.38

Computed properties:
LUMO energy   0.128 eV
Energy relative to the best compared isomer or geometry (same formula, charge and spin)   0.8 kcal per mole
Charge   0
E_tot   -30751.19859 eV
Max |F|   0.82 eV Å⁻¹
Structure (SMILES)   COC(=O)CCCCCc1ccc(C(C)=O)s1
HOMO-LUMO gap   9.12 eV
HOMO   -8.989 eV

***

Question: What is the formula in the second record?
Answer: C13H18N4O5Sn

***

Copy entry 2 word for word.
Formula: C13H18N4O5Sn
Source: the Open Molecules 2025 dataset
Level of theory: wB97M-V/def2-TZVPD

Each line ends with the Mulliken charge.
CARTESIAN COORDINATES (ANGSTROEM)
Sn  -0.576  0.671  -0.989  0.66
C  2.218  2.661  -1.695  -0.87
C  0.924  3.511  -1.564  -0.75
N  0.045  3.081  -0.499  -0.30
C  0.629  3.128  0.827  -0.85
C  0.366  1.914  1.729  -0.95
N  0.514  0.583  1.126  -0.13
C  1.890  0.109  0.955  -0.74
C  2.752  0.898  -0.045  -0.84
N  2.127  1.267  -1.304  -0.08
H  2.524  2.728  -2.742  0.36
H  3.014  3.147  -1.116  0.37
H  1.276  4.554  -1.460  0.33
H  0.352  3.447  -2.491  0.43
H  -0.935  3.348  -0.518  0.43
H  1.704  3.287  0.728  0.30
H  0.259  3.988  1.405  0.42
H  1.058  2.013  2.582  0.39
H  -0.662  1.965  2.085  0.44
H  -0.052  -0.090  1.627  0.33
H  2.446  0.168  1.906  0.39
H  1.828  -0.935  0.649  0.38
H  3.087  1.814  0.449  0.36
H  3.653  0.291  -0.198  0.38
H  2.333  0.619  -2.046  0.33
O  -4.645  -5.069  1.522  -0.75
C  -3.608  -5.244  0.845  0.45
O  -3.104  -6.313  0.446  -0.73
C  -2.835  -3.953  0.468  0.36
C  -3.304  -2.708  0.872  -0.87
C  -2.595  -1.563  0.541  -0.22
N  -1.456  -1.623  -0.161  -0.03
C  -0.996  -2.811  -0.570  0.30
C  -1.658  -3.995  -0.273  -0.59
C  0.319  -2.776  -1.357  0.16
O  0.818  -3.852  -1.719  -0.78
O  0.780  -1.612  -1.524  -0.41
H  -4.223  -2.661  1.440  0.43
H  -2.887  -0.541  0.795  0.43
H  -1.260  -4.941  -0.607  0.54
O  -2.120  1.498  -0.117  -1.10

Computed properties:
LUMO energy   4.501 eV
Energy relative to the best compared isomer or geometry (same formula, charge and spin)   19.1 kcal per mole
Charge   -2
E_tot   -35802.73157 eV
Max |F|   2.86 eV Å⁻¹
HOMO-LUMO gap   4.85 eV
HOMO   -0.348 eV

***

Question: Which formula does entry 6 have?
Answer: C13H18O3S

***

Question: What is the formula in the sixth record?
Answer: C13H18O3S